Formula: C76H126BN18O8Pb
Source: the OMol25 dataset
Level of theory: wB97M-V/def2-TZVPD

XYZ file:
```
230
C76H126BN18O8Pb wB97M-V/def2-TZVPD
H 3.60672 4.29575 4.95707
H 0.64163 3.39892 6.73944
C -3.95351 -3.14189 -1.91154
C -4.71467 -4.16810 -2.79718
H 0.24196 3.73102 -0.28584
C -2.29633 -7.87209 -4.83761
H -3.16321 -8.47751 -4.57286
H 1.92615 4.49394 5.40418
H -0.39875 -6.69590 1.10557
Pb -2.18328 1.39658 -3.54561
H 7.86602 3.61131 1.79222
H 1.06591 -5.62126 -3.77342
O -0.88037 0.36162 -1.60949
C 5.88134 2.38935 6.25665
C 1.51911 6.70008 -1.56755
C -0.94470 -8.37038 -4.30864
C 5.09211 3.31896 0.58194
C 0.37221 -1.73915 4.96782
C -4.10219 0.59812 1.91263
C -7.19784 -1.10656 -2.47205
N 3.60198 6.91252 6.71209
H -4.66577 5.46717 -6.20952
N -1.18964 -0.77430 -4.61933
H -7.61746 0.58313 0.53051
C -5.68215 -7.01586 1.83129
C -2.94849 -5.66881 2.34659
H -10.01494 -0.02351 0.45852
H 2.55903 4.10281 -4.65064
H -4.05367 -7.11749 0.35605
C -4.41069 6.21605 -5.45970
H 1.49512 7.51692 4.33548
H 0.71749 5.97253 7.23267
H -0.72995 -1.17285 -9.97606
H 0.55792 -1.52457 -7.17179
O 3.66182 -0.14593 3.14229
H 6.51632 2.09491 7.09224
H -1.61160 -9.22897 -2.50528
H -0.50596 -3.40094 -2.81793
H -5.13661 0.88269 2.10520
H 4.85172 4.37472 0.70718
H -3.45428 1.89739 3.46274
C 5.20677 -4.27552 2.16905
H 2.04480 -3.13977 2.00943
H -1.63918 4.51486 8.50315
C -0.49264 -1.24405 -7.09619
C 0.17092 4.73292 -0.70923
C -4.73886 -6.35986 0.73635
C 2.25060 3.15287 -5.08721
H -6.54360 -6.41534 2.12351
C 3.17388 0.11847 -1.74892
O -0.44330 -0.77816 1.63852
O -1.94530 -1.61780 0.14268
C -0.80654 -0.87773 4.85027
H -6.11738 -7.97714 1.55813
H -5.22064 -5.95343 -0.15291
H 3.24111 5.86776 3.11121
H -2.92633 -4.62160 -3.98716
N -2.27615 -5.95172 3.21530
H -5.05844 -7.21665 2.70235
C 1.27455 6.69522 3.65409
H -5.24614 5.22507 -3.70825
N 6.18004 5.82371 3.03728
H 5.67030 3.34747 -0.34164
H 4.20346 -3.07872 3.52880
H 1.06176 -6.95499 1.93790
C 4.25234 0.37342 6.51564
H -8.25112 1.15148 -0.96511
H -9.90579 -0.55350 -1.26425
H -5.03015 -5.04492 -2.23171
H -4.35028 -5.45375 -4.53651
H 7.88876 -1.03195 2.86097
H -4.16598 0.53232 0.82648
H 5.08906 3.01811 6.66292
H -5.70430 -3.80492 -3.07440
H 2.51477 -3.67941 -3.37033
C 0.62100 -6.31671 1.17212
H 0.31744 6.33419 4.03052
H -1.08003 -2.11203 -7.39568
H -6.04690 0.19729 -1.30992
N 1.36018 -2.41044 5.06763
N 3.83136 2.52498 -2.58417
C 1.15373 -4.81418 -4.50074
H 0.83980 -0.68213 -9.69987
C 1.26799 2.52075 -4.16250
H -0.27436 0.53668 -10.18608
H 4.73778 1.55565 4.66832
N -2.99830 2.43885 -1.05371
H -2.34044 -7.84937 -5.92648
C 0.80750 6.71916 -2.84119
H 2.92208 0.25501 -0.69723
H -6.44407 6.10974 -4.62377
C -3.73620 -1.79688 -2.41439
H -3.03501 -3.59161 -1.53446
C 4.99625 -2.95536 2.79099
H 2.27722 -0.23313 -2.25928
H -0.35421 4.53766 -1.64422
H -0.36166 5.37275 -0.00561
O 0.53874 1.31533 2.60180
C -9.39606 -0.49912 -0.30232
C 2.80613 5.02979 5.04837
H -5.18298 6.94045 -3.58344
C 0.63325 -4.79914 1.44691
N -7.47722 -1.52174 -3.51830
C -5.40879 6.13632 -4.28379
H 1.48901 -2.66043 -4.35950
C -0.40924 3.53107 6.99694
C -0.28284 5.94708 7.66486
O 1.96702 -0.39304 1.71141
C -0.93055 -8.41557 -2.75562
H 0.96875 7.02345 2.66070
H 1.99835 -5.02947 -5.15523
C -0.45188 0.17193 -0.47060
H -2.56059 -6.88426 -4.46016
C 0.54229 -3.33322 -2.52695
H -4.47789 -4.45945 1.74508
H 3.07587 2.44629 -5.17548
C 5.21886 1.20058 5.57969
H -6.48684 -1.30906 -0.56560
H -0.06308 -4.55291 2.24853
H 5.19483 -0.74694 0.00223
H 6.48594 3.02407 5.60881
H 0.02443 -8.71353 -2.32281
N -2.31893 4.04227 -3.54762
H 5.91016 -1.50507 4.16803
H -0.73923 -0.03859 5.54268
H 3.80076 -1.93026 -1.78952
C 6.22376 -2.27772 3.46605
H -2.10750 -2.05225 6.07727
C -3.86564 -5.24063 1.29452
C 5.83644 2.61900 1.69675
H 6.18416 1.64580 1.35023
C -2.35623 -2.76581 4.02795
C -2.60556 4.92933 -4.20595
H 4.16160 2.78686 0.38410
C 6.99838 3.40195 2.41790
H -1.57383 -3.51985 4.11405
C 1.48627 -3.52603 -3.69706
H 2.13674 4.64118 -1.64741
C -6.87868 -0.49393 -1.17398
C -3.07188 2.67842 0.06665
C -0.18188 -0.33709 -9.54106
H -4.49398 7.15598 -6.00532
H 2.45259 4.15461 -6.99244
O 0.47257 0.80331 0.18964
H 1.35582 2.63509 -6.91252
C 6.97081 -1.42906 2.42763
N 2.62898 1.90033 7.85010
H -2.31593 3.61310 1.77120
H -0.08570 4.56066 -7.35739
C -3.19500 1.73912 2.41592
H 0.68782 -4.13361 -1.80150
C -1.11880 3.79601 5.74753
C 2.57240 0.15861 2.72493
C -1.04588 -0.90472 0.45693
C -0.58941 -0.02106 -8.08230
C 3.51303 1.43608 -2.23366
H 1.05414 7.44030 -0.91643
C -0.60953 4.54093 8.14648
H 0.15362 -4.26920 0.62397
H -4.67728 -2.96306 -1.11637
N -1.81320 -6.36744 -1.31713
N 5.39421 -5.34907 1.71432
C 4.28640 -0.97811 -2.00324
C 6.58928 4.77149 2.77864
C 3.24395 6.09246 6.01274
H -2.45174 -2.44392 2.99095
H 2.60648 -4.72817 2.31860
H -0.71799 -9.33378 -4.76533
C 0.41044 4.38995 -6.40199
H 4.69263 -0.96470 -3.01462
C 2.01036 -4.15332 1.60988
H -0.40082 3.90219 -5.86159
C -4.00581 -4.51771 -4.09690
H -2.92959 -0.93465 5.09407
N 0.21812 6.68122 -3.83601
H -3.96445 -0.40397 2.31876
B 0.63835 0.23452 1.54452
C -8.01540 0.23574 -0.42294
H -2.62805 6.95794 -4.47039
H 7.32331 2.84208 3.29488
N -3.61162 -0.71367 -2.79476
H 4.52876 -2.22434 2.13132
C 2.35854 5.58185 3.68342
C 5.45098 -0.66900 -1.05437
C -2.11477 -1.65791 5.06113
H 2.53186 7.04287 -1.77950
H 2.09407 5.22025 -0.01080
C 1.69043 3.57441 -6.47226
H 7.27030 -2.04532 1.57991
H -3.29248 -4.76280 0.50000
C -0.08431 -4.75114 -5.29004
H -4.22207 -3.67610 -4.75496
H 4.83013 -0.11897 7.29782
H -4.04081 3.63587 1.65820
O 1.83233 1.82518 4.43412
N 0.45201 2.02462 -3.48555
H -0.41986 6.72783 8.41302
H -0.78108 -0.47874 3.83624
H 2.61751 -4.01254 0.71565
N -1.77006 4.04670 4.82176
H 0.68816 -2.38845 -2.00327
C 1.26993 -6.70518 -0.12763
C 3.32839 1.17971 7.26826
H 1.95903 4.82017 3.01384
H 5.95431 0.52131 5.14863
C -2.93239 6.09953 -5.06922
H 0.07306 4.33382 8.97067
H -0.54028 2.50937 7.35340
N 1.81396 -7.00185 -1.10417
C -0.88270 -0.98224 -5.71963
H 3.71133 -0.38241 5.94631
H -2.16938 1.37491 2.47572
H 6.26097 -1.38004 -1.21696
H -3.27266 -3.28525 4.30800
H 6.37256 -0.57802 2.10218
C 1.59070 1.18968 3.37187
H -9.10839 -1.51884 -0.04633
H -2.26575 6.00671 -5.92659
H -0.86836 6.27550 6.80612
H 5.79971 0.35765 -1.16608
H 0.63059 5.41059 -6.08902
H -0.18973 -7.64442 -4.61047
H -1.64625 0.23150 -8.16843
C -3.17474 2.98646 1.53062
C 1.57519 5.28175 -0.96739
H 6.88991 -3.01340 3.91673
H 5.09336 2.36484 2.45262
N -1.03792 -4.75018 -5.90994
C -1.39417 -7.29115 -1.95186
H -0.06009 0.84264 -7.67988
```

Values from the calculation:
- HOMO (eV) = -12.064
- charge = +1
- total energy (eV) = -129978.584
- frontier orbital gap (eV) = 8.7